58
Properties=species:S:1:pos:R:3:lowdin_charge:R:1 method="wB97M-V/def2-TZVPD" e_lumo_ev=2.475 e_above_lowest_kj_mol=125.1 energy_ha=-1460.76122 charge=-1 multiplicity=1 largest_force_ev_per_a=2.439 e_homo_ha=-0.265
N -12.664 1.861 -1.458 -0.55
O -12.996 1.559 -0.283 -0.07
O -11.454 1.825 -1.771 -0.07
O -13.529 2.053 -2.320 0.00
C -16.966 2.031 -1.013 -0.16
O -15.958 2.857 -0.427 -0.15
H -16.816 1.038 -0.577 0.08
H -17.952 2.408 -0.745 0.07
H -16.865 2.016 -2.102 0.07
H -15.124 2.417 -0.644 0.02
C -13.940 2.295 3.324 -0.67
O -14.542 2.283 4.391 0.00
N -14.496 1.920 2.124 0.16
N -12.609 2.610 3.198 0.14
H -13.982 1.705 1.292 0.03
H -15.450 1.621 2.230 0.10
H -11.989 2.497 3.977 0.09
H -12.227 2.545 2.271 0.08
C -11.238 5.344 -3.204 -0.69
O -10.736 6.433 -3.520 -0.03
N -12.447 5.359 -2.562 0.16
N -10.706 4.138 -3.445 0.17
H -12.915 6.239 -2.506 0.10
H -12.902 4.490 -2.337 0.07
H -9.851 4.058 -3.960 0.09
H -11.230 3.287 -3.301 0.07
C -9.284 0.069 0.637 -0.68
O -8.289 -0.236 1.307 -0.01
N -10.537 0.078 1.188 0.15
N -9.259 0.588 -0.610 0.16
H -10.693 0.036 2.175 0.09
H -11.357 0.130 0.606 0.06
H -8.327 0.561 -0.985 0.06
H -10.036 1.145 -0.966 0.05
C -11.418 -1.818 -3.375 -0.06
C -12.475 -2.709 -2.697 -0.46
C -12.304 -2.738 -1.176 -0.05
O -13.747 -2.150 -3.053 -0.08
H -11.304 -0.884 -2.817 0.06
H -11.632 -1.596 -4.421 0.08
H -10.410 -2.246 -3.381 0.07
H -12.592 -3.714 -3.102 0.13
H -11.255 -2.703 -0.858 0.07
H -12.593 -3.708 -0.766 0.07
H -12.767 -1.895 -0.664 0.07
H -13.704 -1.193 -2.933 0.08
C -8.418 1.450 -3.488 -0.08
C -6.933 1.259 -3.758 -0.48
C -6.327 0.309 -2.723 -0.07
O -6.780 0.754 -5.088 -0.05
H -8.894 0.488 -3.292 0.07
H -8.837 1.907 -4.388 0.08
H -8.689 2.147 -2.695 0.07
H -6.496 2.248 -3.616 0.14
H -6.153 0.878 -1.808 0.09
H -5.324 0.024 -3.050 0.08
H -6.926 -0.587 -2.565 0.08
H -7.054 -0.169 -5.055 0.09